Molecular formula: C4H7N2
Method: DFT, ωB97M-V/def2-TZVPD

Each atom is followed by the atoms it is bonded to, with distances in Å.
Geometry (Å):
1 H -1.927 2.025 0.304  N2 1.007
2 N -1.117 1.427 0.264  H1 1.007, C3 1.237
3 C -1.075 0.198 0.137  N2 1.237, C4 1.480, N5 1.416
4 C -2.164 -0.707 -0.298  C3 1.480, H8 1.020, H9 1.047, H10 1.089
5 N 0.275 -0.228 0.159  C3 1.416, C6 1.122
6 C 1.313 0.168 0.000  N5 1.122, C7 1.433
7 C 2.723 -0.059 0.121  C6 1.433, H11 1.061, H12 1.120, H13 1.069
8 H -1.860 -1.676 -0.206  C4 1.020
9 H -2.424 -0.384 -1.259  C4 1.047
10 H -2.998 -0.306 0.276  C4 1.089
11 H 3.303 0.828 0.158  C7 1.061
12 H 2.850 -0.667 1.053  C7 1.120
13 H 3.100 -0.617 -0.709  C7 1.069

Its HOMO energy is -0.550 Eh. The calculation puts the energy above the lowest of the compared OMol25 structures with the same formula, charge and spin at 3.662 eV. As for the SMILES: [H]/N=C(\C)[N+]#CC. As for the net charge: +1.

***

Molecular formula: C4H7N2
Method: DFT, ωB97M-V/def2-TZVPD

Each atom is followed by the atoms it is bonded to, with distances in Å.
Geometry (Å):
1 C -0.969 -1.195 0.031  N2 1.281, C6 1.567, H7 1.074
2 N -1.744 -0.194 0.228  C1 1.281, C3 1.443
3 C -1.127 1.092 0.011  N2 1.443, C4 1.866, H8 1.128, H9 1.101
4 C 0.602 0.609 -0.497  C3 1.866, N5 1.458, C6 1.483, H10 1.066
5 N 1.226 -0.110 0.608  C4 1.458, C6 1.550, H11 1.089, H12 1.048
6 C 0.465 -0.867 -0.511  C1 1.567, C4 1.483, N5 1.550, H13 1.093
7 H -1.280 -2.221 -0.011  C1 1.074
8 H -1.106 1.779 0.905  C3 1.128
9 H -1.191 1.585 -0.972  C3 1.101
10 H 1.127 1.370 -1.028  C4 1.066
11 H 0.652 0.094 1.511  N5 1.089
12 H 2.260 -0.277 0.647  N5 1.048
13 H 1.085 -1.666 -0.922  C6 1.093

Its HOMO energy is -0.547 Eh. The calculation puts the energy above the lowest of the compared OMol25 structures with the same formula, charge and spin at 4.104 eV. As for the SMILES: C1=NC[C@H]2[NH2+][C@@H]12. As for the net charge: +1.

***

Molecular formula: C4H7N2
Method: DFT, ωB97M-V/def2-TZVPD

Each atom is followed by the atoms it is bonded to, with distances in Å.
Geometry (Å):
1 C 0.509 1.520 0.120  N2 1.299, N6 1.411, H7 1.007
2 N 1.383 0.687 -0.359  C1 1.299, C3 1.413
3 C 1.104 -0.677 -0.601  N2 1.413, C4 1.658, H8 1.112, H9 1.120
4 C -0.220 -1.158 0.273  C3 1.658, C5 1.422, H10 1.122, H11 1.208
5 C -1.171 -0.102 0.239  C4 1.422, N6 1.305, H12 1.084
6 N -0.854 1.162 0.182  C1 1.411, C5 1.305, H13 0.989
7 H 0.616 2.519 0.185  C1 1.007
8 H 1.957 -1.236 -0.158  C3 1.112
9 H 0.717 -0.724 -1.652  C3 1.120
10 H -0.607 -2.165 -0.035  C4 1.122
11 H 0.206 -1.456 1.364  C4 1.208
12 H -2.224 -0.341 0.334  C5 1.084
13 H -1.416 1.972 0.108  N6 0.989

Its HOMO energy is -0.544 Eh. The calculation puts the energy above the lowest of the compared OMol25 structures with the same formula, charge and spin at 3.064 eV. As for the SMILES: C1=NCCC=[NH+]1. As for the net charge: +1.